(1)
11 unconnected molecules or ions with the total composition C6H29NO11, computed with wB97M-V/def2-TZVPD.

The geometry in XYZ format:
```
47
Properties=species:S:1:pos:R:3:forces:R:3
O 0.012880 -1.929024 -3.066318 0.21 -0.34 -0.19
C -0.350515 -2.791872 -2.308424 0.26 -1.32 0.07
C -1.314075 -2.572433 -1.195662 -0.71 0.85 0.40
C -2.159442 -1.305888 -1.406894 -0.99 0.05 0.18
C -1.352565 -0.046917 -1.264567 -0.61 0.54 0.59
C -1.898809 1.173815 -1.376052 -0.13 -1.32 0.41
N -1.100420 2.309033 -1.463136 0.22 1.70 1.01
C -0.856953 3.110244 -0.490971 -0.09 -0.49 -1.77
H 0.025364 -3.866049 -2.435393 -0.19 1.05 0.09
H -1.973081 -3.418757 -1.058862 -0.03 -0.49 -0.23
H -0.778200 -2.501581 -0.234199 0.17 0.02 -0.28
H -3.032991 -1.296394 -0.690150 0.96 -0.13 -0.61
H -2.610924 -1.300537 -2.426626 0.29 -0.28 0.59
H -0.289184 -0.162103 -1.029863 -0.29 0.23 -0.19
H -2.982008 1.305303 -1.574547 0.77 0.00 0.07
H -0.276415 3.998319 -0.759593 0.03 -0.24 0.31
H -1.214667 3.003246 0.524801 -0.22 -0.25 0.24
H 3.407105 0.338160 0.117549 -0.36 -0.92 -0.26
H 2.805472 -0.099363 -1.181280 0.10 -0.31 0.06
O 3.118192 -0.507508 -0.340282 0.36 1.29 0.12
H -2.669780 -0.715069 3.187418 0.11 0.05 0.17
H -3.849681 0.160924 2.850744 0.03 0.32 -0.07
O -3.617400 -0.747789 3.046098 -0.61 -0.77 -0.04
H 1.757464 -0.799111 0.697288 -0.25 -0.15 0.21
H 1.581544 -1.928270 1.705043 0.17 -0.32 0.04
O 1.211227 -1.068519 1.477819 -0.33 0.60 -0.25
H -0.532544 1.228665 -3.125682 0.37 -0.64 -0.33
H 0.067110 -0.242935 -3.453661 -0.61 0.12 0.15
O 0.155752 0.712609 -3.593975 0.42 0.84 -0.22
H -2.852942 2.290274 3.591903 0.21 -0.45 -0.75
H -2.029328 1.222227 2.749123 -0.76 0.62 0.17
O -2.770783 1.886924 2.704126 0.37 0.32 0.43
H 3.225890 -2.106711 0.414648 0.22 -0.24 -0.45
H 3.044757 -3.668701 0.278010 0.12 0.20 -0.09
O 3.015107 -2.927793 0.888571 -0.03 -0.40 0.47
H 2.031490 1.328267 3.478952 0.42 -0.01 0.30
H 1.471080 0.394393 2.343312 0.14 0.51 0.48
O 1.369618 1.280240 2.795758 -0.36 -0.40 -0.71
H -0.574442 -0.593267 2.388482 -0.18 -0.09 0.01
H -0.210176 0.561926 3.258190 -0.47 -0.33 0.19
O -0.959785 -0.069903 3.111298 1.11 0.31 -0.20
H 2.838269 1.667681 -2.836521 0.66 0.42 -0.94
H 1.387463 1.042157 -2.676682 1.02 0.49 0.15
O 2.271606 1.286196 -2.190479 -1.56 -0.82 0.34
H 2.065855 2.183762 0.876575 -0.19 -0.01 0.14
H 2.554094 2.059396 -0.617473 -0.34 0.08 0.12
O 2.839771 2.122730 0.311584 0.57 0.12 0.06
```
Forces are in eV/Å.

Values from the calculation:
SMILES: C=N/C=C/CCC=O.O.O.O.O.O.O.O.O.O.O
Kohn-Sham gap in Eh: 0.3397
Energy above the lowest of the compared OMol25 structures with the same formula, charge and spin in kJ/mol: 2.3
Strongest force on any atom in eV/A: 1.992
DFT total energy in eV: -30705.07833
Net charge: 0
HOMO in eV: -8.93
E_LUMO in eV: 0.3

=====

(2)
A molecular structure, C6H4AuCl2InN2O3, computed with wB97M-V/def2-TZVPD.

The geometry in XYZ format:
```
19
Properties=species:S:1:pos:R:3:forces:R:3
In 0.360560 -0.172787 -3.481776 -2.08 -1.51 -1.72
Au 0.129446 -0.998600 -0.557415 -0.48 -0.60 0.24
Cl -1.841324 0.121543 -2.522966 1.61 0.18 -0.10
Cl 0.754379 -2.372513 -2.394892 0.59 0.86 -0.05
C -0.365248 -0.539191 1.327851 -2.81 -2.15 -1.39
C -0.685995 0.774076 -6.335478 0.05 0.41 -2.86
C 0.086292 -1.894607 -5.352590 -0.80 -1.25 -2.95
O -1.133259 -1.325305 1.826462 2.15 2.31 -0.48
O -0.817253 0.877648 -7.463430 0.25 -0.25 3.40
O -0.193173 -2.506268 -6.271025 0.94 1.73 2.97
N 0.912067 -0.186269 3.173634 -0.08 1.43 2.80
C 0.812010 0.511960 4.294528 1.73 -2.49 -0.79
C 0.198733 1.743438 3.985524 -0.38 0.47 1.33
C -0.199604 1.644611 2.660099 0.89 -1.56 -3.87
N 0.352364 0.484167 2.091024 -1.73 2.21 2.89
H 1.177699 -1.151177 3.061272 0.64 -0.76 0.17
H 1.221471 0.134851 5.225243 0.00 -0.01 0.28
H -0.032492 2.515519 4.692291 -0.06 0.66 0.30
H -0.736672 2.338897 2.041639 -0.45 0.32 -0.17
```
Forces are in eV/Å.

Values from the calculation:
Kohn-Sham gap (alpha / beta) in Eh: 0.2595 / 0.1721
Energy above the lowest of the compared OMol25 structures with the same formula, charge and spin in kJ/mol: 147.2
Spin multiplicity: 3
Strongest force on any atom in eV/A: 4.269
DFT total energy in eV: -49264.83270
Net charge: +4
HOMO (alpha / beta) in eV: -24.87 / -24.86
E_LUMO (alpha / beta) in eV: -17.8 / -20.2

=====

(3)
8 unconnected molecules or ions with the total composition C27H41ClNO15, computed with wB97M-V/def2-TZVPD.

The geometry in XYZ format:
```
85
Properties=species:S:1:pos:R:3:forces:R:3
Cl 8.435717 12.163358 9.934563 1.04 0.53 -0.58
O 9.686560 11.426878 10.017405 -0.28 -0.10 0.23
O 7.492893 11.662518 10.906834 -0.18 -0.19 -0.13
O 8.712726 13.559138 10.198980 -0.24 -0.12 0.17
O 7.942971 12.035103 8.578294 -0.49 -0.18 0.35
O 11.524677 7.814660 5.480868 0.05 -0.11 -0.08
C 10.571452 8.534614 5.528235 0.08 0.06 -0.06
O 9.552460 8.302237 6.396508 0.15 -0.16 0.28
C 8.546836 9.294263 6.300496 -0.98 0.85 -1.07
C 8.809382 10.033702 4.977887 0.11 0.47 -0.16
C 10.303663 9.803508 4.736943 -0.77 -0.25 0.81
H 8.512851 10.013449 7.120585 0.55 -0.32 0.30
H 7.557274 8.841564 6.230336 0.18 -0.38 0.27
H 8.560912 11.092304 5.061059 0.06 -0.03 0.08
H 8.204352 9.648009 4.154917 0.06 -0.24 0.09
H 10.873560 10.577907 5.258832 0.23 0.11 -0.43
H 10.556361 9.686603 3.690986 0.38 0.12 0.02
O 14.126887 11.115829 13.209101 0.04 0.16 -0.04
C 13.086091 11.674021 13.416964 0.02 -0.21 0.15
O 12.234814 12.007624 12.432647 -0.03 0.10 -0.18
C 10.975893 12.491085 12.929695 -0.16 -0.20 0.46
C 11.032696 12.373104 14.461346 0.43 0.00 0.27
C 12.512280 12.075477 14.760187 -0.43 0.34 -0.26
H 10.196436 11.863964 12.506423 0.00 0.08 -0.20
H 10.809819 13.524495 12.633543 0.21 -0.02 -0.31
H 10.393470 11.573252 14.831814 -0.05 0.02 -0.03
H 10.747639 13.311190 14.931826 -0.23 -0.11 0.08
H 12.699033 11.303823 15.499487 -0.01 -0.05 0.01
H 13.001056 12.994222 15.087352 0.23 -0.11 -0.01
O 3.050249 11.772387 7.736118 -0.11 -0.01 -0.08
C 3.822426 10.969798 8.167565 0.34 0.11 0.27
O 4.650523 10.251472 7.367732 0.02 -0.26 -0.05
C 5.489053 9.377623 8.177662 -0.35 0.69 -0.10
C 4.675920 9.189280 9.443642 0.38 -0.43 0.53
C 4.086220 10.587787 9.622443 0.16 -0.61 -0.87
H 6.411317 9.930292 8.369628 0.09 -0.20 0.03
H 5.676668 8.467831 7.617119 0.00 0.00 -0.06
H 5.310571 8.886281 10.279370 0.07 0.09 -0.10
H 3.947225 8.385627 9.306773 -0.24 0.26 -0.05
H 4.914748 11.213015 9.968451 -0.35 0.32 0.26
H 3.173597 10.666404 10.200947 0.11 0.17 0.24
O 8.901189 14.816674 16.280223 0.08 -0.13 0.09
C 8.247471 14.528016 15.318917 -0.18 0.22 -0.09
O 8.093689 15.384706 14.281147 0.39 0.00 0.02
C 7.317643 14.777564 13.248147 -1.18 -0.25 -0.79
C 6.471246 13.722782 13.950953 0.56 -0.58 0.68
C 7.469506 13.264582 15.021757 0.12 -0.04 -0.08
H 7.915888 14.323952 12.451809 0.39 0.04 0.32
H 6.698313 15.528989 12.758037 0.16 0.22 0.23
H 6.173837 12.884121 13.329764 -0.13 0.25 -0.29
H 5.598942 14.134853 14.457451 -0.09 0.16 -0.26
H 8.187058 12.547494 14.606111 -0.06 0.01 -0.01
H 7.051402 12.829793 15.925726 -0.02 0.09 0.05
O 3.607758 12.094309 13.160172 0.05 0.29 0.07
C 3.824331 10.956668 13.433519 0.20 -0.13 -0.01
O 2.817408 10.119683 13.818234 0.02 -0.02 -0.02
C 3.326923 8.799774 14.016476 0.35 -0.12 -0.42
C 4.628671 8.750674 13.209823 -0.20 -0.51 0.56
C 5.143352 10.187093 13.359013 -0.13 -0.94 -0.33
H 2.615492 8.055181 13.665758 -0.25 0.21 0.06
H 3.515079 8.643655 15.080745 -0.02 0.02 0.03
H 4.450573 8.493022 12.167582 -0.22 0.15 -0.01
H 5.219435 7.931185 13.627322 0.45 0.38 -0.08
H 5.752134 10.496970 12.511739 -0.04 0.28 0.05
H 5.748145 10.256272 14.264370 -0.20 0.39 0.11
N 11.186309 12.530784 7.512588 -0.27 0.17 0.02
C 12.422734 12.204222 7.027995 -0.45 0.23 0.60
C 12.542007 12.775011 5.788558 0.24 -0.25 -0.15
C 11.329197 13.466719 5.514933 0.14 -0.08 -0.03
C 10.515979 13.300782 6.610459 0.00 -0.20 -0.25
H 10.790023 12.250758 8.399207 0.10 -0.14 0.12
H 13.095041 11.683125 7.687936 0.17 -0.18 -0.30
H 13.396713 12.634063 5.146483 -0.01 0.22 -0.06
H 11.091548 14.007404 4.613990 -0.05 0.02 0.01
H 9.496478 13.601365 6.784801 0.03 0.06 0.10
C 8.538876 16.685458 9.612368 -0.39 -0.50 0.38
C 8.547341 18.150595 9.929794 -0.28 0.27 -0.22
O 7.674214 18.646043 10.608772 0.16 -0.01 0.00
C 9.653630 19.005852 9.353109 0.56 -0.26 -0.07
H 8.719091 16.152844 10.552442 0.25 -0.03 -0.13
H 9.242546 16.343012 8.860533 0.14 0.12 0.03
H 7.535696 16.352902 9.339546 -0.01 0.20 -0.10
H 10.067503 19.678308 10.102661 -0.23 0.10 0.04
H 9.268364 19.593320 8.518925 -0.12 0.05 0.06
H 10.472843 18.394613 8.968126 -0.08 0.01 0.00
```
Forces are in eV/Å.

Values from the calculation:
Kohn-Sham gap in Eh: 0.2995
Energy above the lowest of the compared OMol25 structures with the same formula, charge and spin in kJ/mol: 0.0
Strongest force on any atom in eV/A: 1.678
DFT total energy in eV: -73385.92696
Net charge: -1
HOMO in eV: -6.07
E_LUMO in eV: 2.1

=====

(4)
2 unconnected molecules or ions with the total composition CH2F3N, computed with wB97M-V/def2-TZVPD.

The geometry in XYZ format:
```
7
Properties=species:S:1:pos:R:3:forces:R:3
C 1.022871 0.213673 -0.066980 -0.46 -0.67 -0.10
N -0.079499 0.428286 -0.547339 -1.29 -0.11 -0.79
F 1.702244 0.971262 0.737804 0.81 0.26 0.62
F -1.908586 -0.833090 0.654573 -0.25 -0.56 -0.98
F 1.659905 -0.933599 -0.282992 0.16 0.77 0.05
H -0.701828 1.181696 -0.242124 1.06 -0.09 -0.07
H -1.695105 -1.028226 -0.252941 -0.05 0.41 1.27
```
Forces are in eV/Å.

Values from the calculation:
SMILES: N=C(F)F.F
Kohn-Sham gap in Eh: 0.4561
Energy above the lowest of the compared OMol25 structures with the same formula, charge and spin in kJ/mol: 86.9
Strongest force on any atom in eV/A: 1.517
DFT total energy in eV: -10711.59330
Net charge: 0
HOMO in eV: -11.60
E_LUMO in eV: 0.8